Record 1
Molecular formula: C29H34Cl2FHfN2O9PSi
Method: DFT, ωB97M-V/def2-TZVPD

Geometry as ORCA input:
```
! RIJCOSX wB97M-V def2-TZVPD def2/J DEFGRID3
* xyz 0 1
Hf 0.1390 -0.1875 0.2610
O -1.3696 3.6232 -0.5990
C -0.9901 2.7707 0.1730
O -0.9171 1.4953 -0.0823
C -0.4492 3.1725 1.5516
C 1.0814 2.9840 1.4929
C 1.7487 3.6704 2.6855
C 1.3315 2.7370 3.8420
C 0.5538 1.6507 3.0903
O 1.2282 1.5730 1.8041
C -0.8269 2.1854 2.6985
C -1.7299 1.0441 2.1943
O -2.9254 1.2119 2.1213
O -1.0931 -0.0674 1.9341
H -0.7364 4.2004 1.7536
H 1.5265 3.2322 0.5357
H 2.8290 3.6827 2.5468
H 1.3978 4.6930 2.8066
H 2.1914 2.3116 4.3585
H 0.6965 3.2324 4.5740
H 0.5423 0.6827 3.5774
H -1.3456 2.6799 3.5168
C 2.4597 -3.7119 -2.3255
Si 2.4104 -2.8466 -0.6240
C 4.0982 -2.8255 0.2761
C 1.5415 -4.2486 0.3187
N 1.8756 -1.1696 -0.7415
C 2.6297 -0.4046 -1.6066
C 3.7472 -0.7901 -2.3810
C 4.3580 0.0615 -3.2848
C 3.9138 1.3619 -3.4786
C 2.8835 1.8210 -2.6731
C 2.3271 0.9482 -1.7776
F 1.3872 1.4527 -0.8794
H 2.7835 -4.7449 -2.1916
H 3.1076 -3.2617 -3.0740
H 1.4513 -3.7415 -2.7461
H 4.3005 -3.7854 0.7538
H 4.0967 -2.0668 1.0604
H 4.9387 -2.6006 -0.3817
H 2.0737 -5.1579 0.0343
H 0.4965 -4.3850 0.0432
H 1.6136 -4.1715 1.4011
H 4.1516 -1.7820 -2.2664
H 5.2063 -0.3002 -3.8519
H 4.3685 2.0070 -4.2158
H 2.5154 2.8371 -2.7281
Cl -2.9845 -3.8504 0.5841
C -1.7257 -3.5398 1.7173
C -1.6686 -4.2679 2.9130
C -0.6676 -4.0369 3.8140
Cl -0.6004 -4.9706 5.2700
C 0.3150 -3.0498 3.5706
C 1.3867 -2.7477 4.4336
C 2.2978 -1.7898 4.0747
C 2.1387 -1.1206 2.8549
N 1.1509 -1.3706 2.0260
C 0.2419 -2.3281 2.3558
C -0.7716 -2.5959 1.3863
O -0.7397 -1.9866 0.2228
H -2.4204 -5.0196 3.1064
H 1.4768 -3.2861 5.3668
H 3.1264 -1.5417 4.7217
H 2.8298 -0.3428 2.5509
C -1.3568 -2.1223 -4.2616
O -2.0998 -1.2749 -3.3954
P -1.4326 -0.5302 -2.0954
O -0.5772 0.6649 -2.7603
C -1.2012 1.7182 -3.5167
O -2.7847 0.2295 -1.6918
C -3.6581 -0.2462 -0.6613
H -1.9691 -2.2708 -5.1492
H -1.1638 -3.0913 -3.7958
H -0.4069 -1.6673 -4.5536
H -0.4192 2.1594 -4.1320
H -1.6084 2.4613 -2.8337
H -1.9955 1.3165 -4.1448
H -4.1414 0.6207 -0.2217
H -3.1094 -0.7639 0.1247
H -4.4034 -0.9156 -1.0948
*
```

Summary:
HOMO (eV): -7.8

Okay, here come the Löwdin numbers, in e, for every atom:
1. Hf 1.702
2. O 0.109
3. C -0.530
4. O -0.195
5. C -0.071
6. C -0.234
7. C -0.082
8. C -0.081
9. C -0.252
10. O -0.135
11. C -0.079
12. C -0.560
13. O 0.112
14. O -0.159
15. H 0.160
16. H 0.156
17. H 0.118
18. H 0.122
19. H 0.114
20. H 0.120
21. H 0.142
22. H 0.160
23. C -0.159
24. Si 0.489
25. C -0.157
26. C -0.158
27. N -0.174
28. C -0.317
29. C -0.057
30. C -0.087
31. C -0.097
32. C -0.019
33. C -0.201
34. F -0.042
35. H 0.030
36. H 0.014
37. H 0.026
38. H 0.028
39. H 0.011
40. H 0.020
41. H 0.040
42. H 0.036
43. H 0.028
44. H 0.062
45. H 0.105
46. H 0.100
47. H 0.124
48. Cl 0.746
49. C -0.573
50. C -0.102
51. C -0.602
52. Cl 0.708
53. C -0.167
54. C 0.002
55. C -0.022
56. C -0.124
57. N 0.024
58. C -0.186
59. C -0.422
60. O -0.310
61. H 0.111
62. H 0.096
63. H 0.112
64. H 0.127
65. C -0.120
66. O -0.299
67. P 0.819
68. O -0.356
69. C -0.075
70. O -0.310
71. C -0.092
72. H 0.086
73. H 0.079
74. H 0.084
75. H 0.088
76. H 0.076
77. H 0.085
78. H 0.090
79. H 0.051
80. H 0.089

=====

Record 2
Molecular formula: C29H34Cl2GeN2O6RuS3
Method: DFT, ωB97M-V/def2-TZVPD

Geometry as ORCA input:
```
! RIJCOSX wB97M-V def2-TZVPD def2/J DEFGRID3
* xyz -1 6
Ru -0.3280 1.0781 -1.4352
C -2.9333 1.3872 -4.9449
O -2.8612 2.7842 -5.2089
C -2.5028 3.6382 -4.2009
C -3.0931 4.8822 -4.2385
C -2.7677 5.8835 -3.3222
C -1.8313 5.6150 -2.3554
C -1.2187 4.3533 -2.2781
C -0.1825 4.2000 -1.2921
N 0.4670 3.1221 -1.0236
N 1.4615 3.2931 -0.0697
C 1.8658 2.1404 0.3735
O 1.3555 1.0141 0.0607
C 3.0445 2.1258 1.2868
C 3.5553 3.3081 1.8195
C 4.6522 3.2752 2.6648
C 5.2581 2.0638 2.9771
C 4.7626 0.8874 2.4346
C 3.6595 0.9177 1.5926
C -1.5304 3.3232 -3.2045
O -0.9212 2.1777 -3.2000
H -3.4067 1.1928 -3.9779
H -1.9503 0.9280 -4.9486
H -3.5565 0.9723 -5.7364
H -3.8264 5.0583 -5.0166
H -3.2510 6.8499 -3.3788
H -1.5493 6.3725 -1.6333
H 0.0902 5.0880 -0.7249
H 3.0752 4.2422 1.5619
H 5.0386 4.1983 3.0798
H 6.1158 2.0409 3.6386
H 5.2367 -0.0589 2.6645
H 3.2744 0.0101 1.1468
Cl -1.3410 -1.2901 -3.3676
C 0.1620 -2.0892 -3.7273
C 0.0633 -3.3305 -4.3361
C 1.2106 -4.0331 -4.6595
C 2.4444 -3.4774 -4.3600
C 2.5106 -2.2402 -3.7480
Cl 4.1034 -1.6244 -3.4033
C 1.3787 -1.4773 -3.3986
S 1.5801 0.0573 -2.6029
H -0.9205 -3.7245 -4.5507
H 1.1456 -5.0006 -5.1390
H 3.3647 -3.9945 -4.5932
C -2.3756 -0.9184 5.5610
C -1.4637 -1.2958 4.4014
C -0.6902 -0.0982 3.8677
C 0.2457 -0.4035 2.7026
Ge -0.6945 -0.9897 1.0824
C -1.0204 -2.9285 1.0772
C -0.1196 -3.7936 1.9493
C -0.2936 -5.2831 1.6773
C 0.6162 -6.1438 2.5406
H -2.9494 -1.7714 5.9280
H -3.0854 -0.1482 5.2521
H -1.8004 -0.5163 6.3989
H -2.0707 -1.7389 3.6036
H -0.7588 -2.0744 4.7158
H -0.0885 0.3217 4.6826
H -1.3922 0.6924 3.5914
H 0.9322 -1.2111 2.9882
H 0.8533 0.4668 2.4951
H -0.4066 -0.3965 -0.3626
H -0.9840 -3.2946 0.0464
H -2.0671 -3.0253 1.3910
H -0.3213 -3.5972 3.0079
H 0.9347 -3.5287 1.8023
H -0.0999 -5.4747 0.6168
H -1.3405 -5.5603 1.8401
H 1.6673 -5.9147 2.3514
H 0.4712 -7.2089 2.3527
H 0.4316 -5.9659 3.6028
O -1.4017 2.0207 1.0018
S -2.6297 1.2390 0.8512
O -2.3602 -0.2425 1.3337
O -3.7881 1.6809 1.5582
S -2.8545 0.9622 -1.1335
*
```

Summary:
HOMO (spin up / spin down) (eV): -4.8 / -5.0
⟨S²⟩: 8.768

Okay, here come the Löwdin numbers, in e, for every atom:
1. Ru 1.081
2. C -0.099
3. O -0.087
4. C -0.215
5. C -0.018
6. C -0.108
7. C -0.069
8. C -0.147
9. C -0.074
10. N -0.086
11. N 0.072
12. C -0.497
13. O -0.297
14. C -0.142
15. C -0.032
16. C -0.094
17. C -0.108
18. C -0.090
19. C -0.032
20. C -0.323
21. O -0.265
22. H 0.058
23. H 0.045
24. H 0.087
25. H 0.113
26. H 0.091
27. H 0.103
28. H 0.125
29. H 0.104
30. H 0.095
31. H 0.093
32. H 0.096
33. H 0.113
34. Cl 0.688
35. C -0.653
36. C -0.135
37. C -0.104
38. C -0.138
39. C -0.687
40. Cl 0.636
41. C -0.707
42. S 0.623
43. H 0.096
44. H 0.098
45. H 0.095
46. C -0.111
47. C -0.286
48. C -0.275
49. C -0.254
50. Ge 0.964
51. C -0.279
52. C -0.302
53. C -0.283
54. C -0.122
55. H 0.065
56. H 0.077
57. H 0.070
58. H 0.093
59. H 0.102
60. H 0.117
61. H 0.100
62. H 0.072
63. H 0.051
64. H -0.097
65. H 0.068
66. H 0.076
67. H 0.092
68. H 0.111
69. H 0.108
70. H 0.110
71. H 0.071
72. H 0.065
73. H 0.070
74. O -0.418
75. S 0.138
76. O -0.512
77. O -0.333
78. S 0.347

=====

Record 3
Molecular formula: C29H34ClN5Sn
Method: DFT, ωB97M-V/def2-TZVPD

Geometry as ORCA input:
```
! RIJCOSX wB97M-V def2-TZVPD def2/J DEFGRID3
* xyz 0 1
Sn 0.5843 -0.4627 -2.3163
C 1.2937 1.3450 4.5394
C 2.2032 0.1741 4.3195
C 2.9104 -0.4044 5.3614
C 3.7347 -1.4983 5.1516
C 3.8475 -2.0386 3.8839
C 3.1493 -1.4822 2.8294
C 2.3399 -0.3697 3.0351
N 1.6111 0.2132 1.9939
C 1.7516 -0.0779 0.6456
N 3.0113 -0.0067 0.2009
C 3.6100 -0.1356 -1.0674
C 2.8483 -0.3644 -2.2095
C 3.5413 -0.4684 -3.4141
C 4.9126 -0.3405 -3.4919
C 5.6399 -0.1019 -2.3383
C 5.0057 0.0036 -1.1093
C 5.8100 0.2700 0.1362
N 0.6921 -0.3184 -0.0593
C -0.5614 -0.3317 0.5912
C -1.2624 0.8580 0.7413
C -2.5216 0.8611 1.3107
C -3.0958 -0.3316 1.7146
C -2.3872 -1.5128 1.5847
C -1.1106 -1.5315 1.0455
C -0.3253 -2.7994 0.9607
H 1.4023 1.7318 5.5484
H 0.2516 1.0507 4.3987
H 1.5152 2.1433 3.8319
H 2.8113 0.0065 6.3555
H 4.2795 -1.9309 5.9766
H 4.4680 -2.9052 3.7113
H 3.2095 -1.9295 1.8477
H 0.6659 0.4830 2.2386
H 3.6691 0.2454 0.9253
H 2.9708 -0.6461 -4.3180
H 5.4180 -0.4289 -4.4448
H 6.7164 -0.0070 -2.3899
H 6.8701 0.2846 -0.1026
H 5.6513 -0.5033 0.8897
H 5.5515 1.2381 0.5705
H -0.8149 1.7747 0.3915
H -3.0529 1.7939 1.4311
H -4.0888 -0.3411 2.1412
H -2.8320 -2.4455 1.9008
H -0.9738 -3.6620 1.0862
H 0.4351 -2.8243 1.7443
H 0.1771 -2.8584 -0.0029
N -2.1487 -1.0681 -1.7078
C -3.1619 -0.5390 -1.8488
N -4.3417 -0.0494 -2.0676
C -4.8760 1.0697 -1.3138
C -6.1539 1.5564 -1.9831
C -5.8874 1.7870 -3.4664
C -5.4881 0.4814 -4.1729
C -5.1135 -0.6033 -3.1587
H -4.1368 1.8774 -1.2923
H -5.0709 0.7588 -0.2801
H -6.4817 2.4842 -1.5134
H -6.9445 0.8173 -1.8536
H -5.0753 2.5093 -3.5539
H -6.7705 2.2145 -3.9391
H -4.6347 0.6701 -4.8258
H -6.3054 0.1046 -4.7907
H -4.5057 -1.3668 -3.6473
H -6.0113 -1.0898 -2.7542
Cl -1.0838 2.5130 -2.5265
C 0.5652 1.8628 -2.3780
H 0.9762 2.3113 -1.4749
H 1.1149 2.2771 -3.2217
*
```

Summary:
HOMO (eV): -6.6

Okay, here come the natural (NBO) numbers, in e, for every atom:
1. Sn 0.993
2. C -0.637
3. C -0.069
4. C -0.180
5. C -0.230
6. C -0.200
7. C -0.279
8. C 0.220
9. N -0.656
10. C 0.669
11. N -0.594
12. C 0.174
13. C -0.451
14. C -0.222
15. C -0.228
16. C -0.207
17. C -0.067
18. C -0.648
19. N -0.668
20. C 0.219
21. C -0.271
22. C -0.216
23. C -0.225
24. C -0.193
25. C -0.023
26. C -0.637
27. H 0.225
28. H 0.217
29. H 0.225
30. H 0.210
31. H 0.215
32. H 0.217
33. H 0.223
34. H 0.423
35. H 0.414
36. H 0.199
37. H 0.208
38. H 0.203
39. H 0.229
40. H 0.212
41. H 0.212
42. H 0.231
43. H 0.214
44. H 0.212
45. H 0.210
46. H 0.220
47. H 0.218
48. H 0.234
49. N -0.459
50. C 0.492
51. N -0.486
52. C -0.194
53. C -0.410
54. C -0.403
55. C -0.412
56. C -0.197
57. H 0.208
58. H 0.195
59. H 0.224
60. H 0.199
61. H 0.209
62. H 0.214
63. H 0.216
64. H 0.209
65. H 0.229
66. H 0.185
67. Cl -0.137
68. C -0.824
69. H 0.190
70. H 0.208